Below is 4 unconnected molecules or ions with the total composition C3H12O3 at a distorted geometry, with properties calculated with ωB97M-V/def2-TZVPD.

The geometry in XYZ format:
```
18
Properties=species:S:1:pos:R:3:forces:R:3
C -1.098384 1.398938 -0.234657 -1.1093 -2.2617 -0.0015
C -2.095205 0.204275 -0.246581 -0.4231 8.2823 0.3120
C -1.777396 -1.067389 -0.333494 -0.8199 -4.8636 -0.0667
H -1.392547 2.251574 -0.996061 0.8655 -1.9592 0.8079
H -0.116563 0.794320 -0.188882 -0.9113 2.2216 -0.3622
H -1.318780 1.980843 0.698618 0.4408 -0.5684 -0.2077
H -3.149912 0.479261 -0.124403 0.2412 -0.1197 -0.2472
H -2.738414 -1.668065 -0.181542 2.1294 -0.2908 -0.2448
H -0.752357 -1.393375 -0.534794 -0.2416 -0.4731 0.0261
H 2.033683 -0.757562 -0.409215 0.0484 -0.9020 -0.0148
H 2.092163 -2.326870 -0.034251 -0.2384 0.7276 -0.1991
O 1.503655 -1.555210 -0.141148 0.0781 0.2377 0.1778
H 1.959349 1.281898 -1.261243 0.0721 0.2865 -0.1339
H 3.422283 1.219000 -0.754621 -0.8725 -0.6605 -0.6621
O 2.726968 0.704554 -1.240914 0.7834 0.4588 0.8589
H -0.540853 -0.423115 2.178931 -0.1728 -0.2760 0.2362
H 0.840601 -0.851011 1.555785 -0.6293 0.6373 0.9399
O 0.401715 -0.272062 2.248464 0.7593 -0.4770 -1.2191
```
Positions in Å, forces in eV/Å.

## Properties
HOMO-LUMO gap (spin up / spin down)	10.1 / 5.2	eV
spin multiplicity	2
charge	+1
total energy	-9437.2477	eV
relative energy (zero: lowest compared OMol25 entry of this formula, charge and spin)	78.2	kJ/mol